The following is a DFT calculation (wB97M-V/def2-TZVPD) of a structure of composition C50H67AgN4O4SSb.

Structure (XYZ):
```
128
Properties=species:S:1:pos:R:3
H -2.564 -0.649 -1.208
H -3.113 -4.110 -2.166
H 1.846 -1.336 -2.538
C 4.609 3.849 -1.180
H -6.270 0.933 -3.557
H -3.947 4.766 3.900
C -2.873 3.051 3.170
H 0.575 -7.076 0.109
H 3.569 -1.651 -2.539
H -2.924 -4.195 1.978
H 2.795 -7.344 1.389
C -0.929 2.967 -1.258
C 4.826 -2.243 -0.158
C 4.895 -4.658 0.385
H -2.450 -0.695 1.111
H -4.501 -4.344 1.167
C -1.535 -3.626 -0.150
H 0.535 2.356 4.945
H 4.421 -4.080 -2.625
H 5.885 -4.501 0.840
C 5.153 4.860 -0.398
H -0.609 2.236 -2.010
H -0.717 -6.128 0.830
H -2.110 1.816 -3.205
C -3.206 1.946 -1.355
H 0.068 5.599 1.265
N -1.655 -2.167 -0.118
H -1.764 -2.107 1.969
O 0.106 5.059 -0.825
C 1.019 -3.881 -3.108
O 1.138 1.827 0.180
C -1.615 6.462 -1.644
C 1.189 -5.985 1.859
C 0.166 -6.727 1.059
C -0.197 5.243 3.355
H -4.199 5.761 1.644
H 4.272 -1.304 -0.118
C -4.452 -1.990 0.015
H 5.170 3.443 -2.013
H 2.632 -1.956 -4.007
C -2.474 2.961 0.791
C -4.160 1.356 -3.508
C -5.423 1.223 -2.948
C 3.436 -4.372 -2.991
O -1.504 0.923 -0.112
C -2.367 -1.784 1.114
H -0.605 6.231 3.533
H -5.446 -2.451 0.047
C -0.016 5.333 -3.230
H -1.014 -3.927 -1.057
H 1.081 3.454 -1.624
H 0.621 6.218 -3.237
H 0.123 -5.774 3.720
C -3.538 4.262 3.032
H -2.754 2.607 4.151
C 1.221 3.244 0.429
C -1.970 2.154 -0.422
H 4.422 -5.500 0.889
C -3.670 4.822 1.769
C 1.896 0.762 0.525
C -2.473 -1.735 -1.261
H -0.979 7.347 -1.660
C -3.146 4.171 0.662
H 3.389 -2.087 2.115
H 0.207 -3.206 -2.827
S 3.296 0.951 1.382
C 3.362 3.333 -0.884
H 4.888 -2.962 2.464
C 0.437 3.078 4.144
H -4.557 -0.908 0.039
H 3.473 -4.332 -4.091
C -2.347 2.408 2.059
N -3.800 -2.366 -1.242
C 3.176 4.822 0.976
H 5.066 -2.471 -1.198
H -1.956 -2.019 -2.182
H -0.325 4.634 5.413
H -4.610 -4.289 -1.217
C 0.173 4.883 2.068
H 2.637 5.196 1.834
H -3.312 4.572 -0.329
C 4.067 -3.383 0.508
H 1.140 1.711 2.662
C -3.517 -3.865 1.120
O -1.598 4.078 -1.921
H -4.011 1.175 -4.567
H 6.134 5.259 -0.624
H 2.034 -7.624 2.959
C -0.042 4.351 4.405
C 2.337 -3.457 -2.466
C -3.074 1.716 -2.725
C 2.627 3.811 0.201
H -2.083 6.376 -0.667
C -5.574 1.452 -1.589
C 4.431 5.341 0.681
H -1.833 1.459 2.129
C -4.479 1.799 -0.808
C -0.778 5.227 -1.911
H 1.104 -3.844 -4.204
H -2.385 6.567 -2.408
H 1.438 -4.613 3.506
C 0.772 2.705 2.852
Ag 0.488 -0.890 -0.082
H -6.547 1.344 -1.124
C 2.614 -2.022 -2.906
N -2.841 -4.292 -0.104
H 0.733 -4.897 -2.824
N -3.692 -2.417 1.193
H 2.970 2.508 -1.466
C 0.388 3.668 -0.800
C 2.357 -6.834 2.250
H 5.782 -2.083 0.366
C -3.624 -3.814 -1.244
H -0.068 -4.396 2.635
H 5.052 -4.946 -0.655
H -0.726 5.394 -4.055
H 3.150 -6.268 2.743
C 3.900 -3.042 1.986
Sb 2.003 -3.638 -0.256
H -4.618 1.954 0.254
H 0.608 4.454 -3.385
H 3.338 -3.815 2.515
C 0.649 -5.146 2.973
H 4.845 6.120 1.310
H 3.266 -5.410 -2.697
H -0.183 -7.620 1.615
H -0.932 -3.948 0.698
C 0.677 3.612 1.802
```

Summary:
HOMO-LUMO gap (alpha / beta) = 4.37 / 4.50 eV
DFT total energy = -3250.7177 Ha
highest occupied orbital energy (alpha / beta) = -0.0092 / -0.0138 Ha
spin multiplicity = 2
ΔE to the lowest compared entry with this formula, charge and spin = 1.569 eV
expectation value of S² = 0.7618
total charge = -2

=====

The following is a DFT calculation (wB97M-V/def2-TZVPD) of a cluster of 10 separate species, C50H70F36N11O27S12 in total at a distorted geometry.

Structure (XYZ):
```
206
Properties=species:S:1:pos:R:3
H -7.186 0.014 -5.090
H 5.267 -1.035 7.015
H 5.378 -2.370 0.145
F 6.781 -4.733 4.381
F 0.469 -2.840 -2.927
H 0.505 -0.453 -2.390
F -0.562 0.625 6.745
C 3.250 -1.459 -4.492
O 2.804 -0.236 3.193
C 2.685 -1.583 -5.719
H 6.489 -1.008 -5.484
H -5.377 -2.223 -4.189
F -7.148 3.212 1.938
O -4.644 0.788 4.424
C 5.415 1.119 7.657
N 4.457 -2.094 2.638
F -5.244 2.150 1.975
F -4.827 -2.838 5.674
F 0.414 -4.370 -4.464
H 7.173 1.630 8.826
H -8.048 -4.763 -3.311
O -1.244 -1.283 -7.951
C -2.447 1.523 -2.349
F 0.174 -1.304 6.188
H 2.668 -1.777 -3.639
H -2.464 0.504 -2.736
H -2.530 2.775 0.054
H 7.810 -0.134 0.860
H -0.926 4.192 1.279
C 5.946 0.135 -2.677
H -10.641 0.015 -3.731
C 5.410 -1.022 -5.504
O -2.365 -1.769 -3.616
H 0.893 1.845 3.020
O 4.265 -3.016 5.003
H -6.414 -4.572 -3.180
H 0.563 3.604 2.927
S 2.848 -1.622 2.781
S -1.540 -0.795 -6.598
H 4.077 3.803 4.914
C 6.139 1.029 4.305
H 7.266 3.462 4.978
H 1.728 -1.169 -8.072
F 4.349 2.345 0.699
F -1.080 1.733 -5.483
F -3.960 6.244 -3.984
F 4.514 2.528 -1.518
C 6.507 -3.576 3.690
H 6.782 0.420 4.941
H -8.065 -1.876 -5.670
C -0.349 -3.601 -3.651
H -9.650 -0.518 -5.107
O 4.058 -4.539 3.194
F 0.874 -1.817 0.908
N -6.243 -4.809 0.590
O -4.284 -3.464 -0.415
N 7.084 2.742 0.768
C -7.430 -2.593 -3.597
O -0.223 2.418 1.394
H 6.122 3.006 8.663
H -5.804 0.029 -2.443
H -2.712 0.853 1.209
F 10.987 3.060 0.423
N -4.669 3.939 -1.027
O -4.428 -3.970 1.933
H -1.260 -0.461 -1.027
O -2.398 -3.389 -5.464
F 1.010 0.454 5.119
C -6.235 -2.131 0.889
C -7.777 -2.772 -5.119
F 10.223 1.359 1.535
S -1.566 -0.069 4.456
H 4.513 -2.871 -2.357
C -5.939 3.155 1.476
H 6.230 -0.764 8.363
F -6.797 -2.004 2.090
O 3.507 0.957 6.055
C 6.526 2.151 8.121
H -7.981 0.457 -1.154
S 6.515 3.879 -0.158
H 3.315 -0.923 -8.920
S -5.411 -6.204 -0.109
H 6.142 4.133 6.087
H 1.763 2.840 1.798
H -5.538 -2.309 -2.522
H 5.352 0.538 3.732
F 0.607 0.689 -6.522
O -9.562 -2.216 -2.221
N -8.426 -1.682 -2.902
C -3.655 5.315 -3.049
C -1.582 2.981 -0.444
H 0.079 2.569 -2.698
F 3.899 4.185 -0.408
C 9.889 2.311 0.653
H -3.510 0.256 -0.315
H 4.986 3.534 3.417
C 6.367 0.357 -1.355
C -7.204 0.246 -4.025
H 6.167 0.284 1.499
O 8.993 4.767 0.783
C -0.518 3.483 0.559
C 4.645 -1.216 -4.379
F -7.095 -2.040 -0.111
C 5.552 2.155 5.207
H 6.896 -0.125 6.867
N 4.736 1.553 6.349
F -6.495 -1.679 4.881
H -4.977 -0.230 -3.969
S -5.172 -3.739 0.698
O 8.640 3.384 2.748
H -0.319 0.430 -3.677
O -4.010 -1.182 3.149
H 8.092 3.298 7.352
H 5.238 -1.006 -7.680
H 4.950 0.937 9.669
C 2.768 -1.482 -8.161
O -6.090 4.029 -3.169
C 4.761 -1.191 -6.728
H -6.887 1.287 -3.967
C -9.659 0.084 -4.199
S -4.098 -0.526 4.451
H 6.736 -1.400 1.445
H 1.388 0.683 -3.402
O -4.067 -6.474 0.375
F 6.981 -3.757 2.399
F -1.059 -4.475 -2.972
C 0.438 0.510 -2.896
C -8.501 -0.166 -3.231
H -8.528 -3.547 -5.270
H 7.006 1.167 -1.038
F 7.081 -2.467 4.237
H -6.918 -3.187 -5.645
O 7.124 4.007 -1.495
N -2.619 -0.621 5.408
N 6.155 -0.582 -0.383
C 4.340 1.226 8.813
H -9.748 1.120 -4.528
F 2.677 -2.947 0.365
N 3.429 -1.402 -6.842
F 9.556 1.752 -0.529
N -0.536 -1.646 -5.461
S -5.300 4.719 -2.136
H -2.229 2.247 -3.134
H 1.685 -1.922 -5.945
C 6.765 -0.435 0.938
H -1.807 3.669 -1.259
H 3.533 0.514 8.639
O -1.716 1.400 4.155
S 4.601 -3.247 3.632
F -2.735 5.889 -2.255
C -0.114 -0.094 5.711
C 5.515 -1.780 -0.750
H 6.664 1.328 3.398
O -5.715 1.690 -0.750
H 7.993 1.767 6.569
S -1.585 -2.437 -4.667
S -6.017 3.052 -0.393
H -7.699 -3.976 -1.946
H 0.360 3.928 0.090
F 2.618 -0.771 0.214
S 8.573 3.474 1.318
H 3.757 2.393 3.876
C -8.701 0.690 -1.938
O -7.356 3.326 -0.840
F -0.914 1.593 -7.666
H 6.210 0.871 -3.421
O -2.966 -0.578 -6.235
F -7.827 -7.488 0.239
F -5.386 -1.125 0.786
H 2.826 -2.554 -8.351
C 5.968 -0.300 7.412
F -6.058 -8.766 0.349
C -6.040 -1.887 -3.392
C 5.234 -1.002 -3.035
O 6.178 5.164 0.500
F -6.455 -7.406 2.078
C 0.840 2.713 2.363
C -0.695 0.999 -6.544
H 3.946 2.234 8.941
N -1.306 1.640 -1.275
O -5.854 5.991 -1.604
F -3.173 4.315 -3.777
O -5.546 -6.197 -1.566
C -7.330 -4.018 -2.970
C -5.335 -1.591 5.468
H -0.418 0.411 0.250
C 5.018 -1.963 -2.062
C 7.376 2.580 6.951
F -5.517 -1.056 6.700
C -2.649 0.187 0.349
H -8.703 1.756 -2.169
H -3.375 1.830 -1.868
C 4.715 3.140 -0.344
H -9.702 0.481 -1.560
O 1.915 -2.433 3.569
H 0.853 1.750 -1.258
C 4.533 3.044 4.279
C -1.319 0.403 -0.365
C 2.204 -1.830 0.945
C 6.590 3.186 5.787
H -2.720 -0.835 0.722
C 0.077 1.714 -2.022
C -6.546 -7.555 0.695
O -1.235 -0.899 3.308
F -5.370 4.307 1.833
C -5.916 -0.397 -3.440
```

Summary:
HOMO-LUMO gap = 2.68 eV
DFT total energy = -12953.6660 Ha
highest occupied orbital energy = -0.2130 Ha
total charge = -1

=====

The following is a DFT calculation (wB97M-V/def2-TZVPD) of a structure of composition C50H70FeN2O4 at a distorted geometry.

Structure (XYZ):
```
127
Properties=species:S:1:pos:R:3
C 0.428 -0.132 2.371
O -1.678 -0.158 -0.376
C -3.925 3.236 0.505
C -0.310 1.614 3.833
C -3.110 1.600 -1.113
H -6.082 5.912 -0.012
H -3.103 -1.015 -4.163
H 0.533 4.782 2.928
C 1.882 0.327 -2.712
H 3.457 -5.897 -2.466
H 2.564 0.310 -3.565
C 0.680 6.632 0.017
H -0.169 4.283 5.044
H 2.544 1.237 6.478
H -0.482 -2.575 2.675
H -1.114 -4.174 -3.906
H -0.801 5.653 2.142
C -2.664 -2.893 -5.738
H -1.611 2.982 -3.329
C -3.158 1.037 -2.522
H -0.388 6.724 -0.188
C 4.671 -4.843 -0.291
H 0.823 4.037 -0.635
Fe 0.004 1.010 -0.024
C -0.613 0.773 -2.820
C 2.500 3.640 5.121
C 2.449 5.200 1.052
H -0.666 -4.711 -5.535
H 0.466 -3.757 -4.570
H -3.336 2.857 2.530
H -0.733 3.038 6.172
C -2.541 1.363 1.237
H -2.728 -3.750 -6.411
H -1.123 2.208 4.232
H 3.026 1.167 4.045
C 0.482 0.002 -3.197
H 0.837 1.200 6.931
H 1.052 2.853 1.470
C 0.136 -2.423 1.786
H -3.520 1.818 -3.197
H -3.228 -3.132 -4.835
H 5.962 -3.176 -1.996
C -3.268 2.519 1.499
C -2.087 -0.722 -3.932
C 1.672 1.860 6.684
C 2.396 -0.209 -0.302
C -2.429 0.891 -0.100
C 3.359 -2.340 0.307
O -0.360 1.913 -2.054
H 5.162 -5.739 -0.675
C -2.045 0.483 2.386
H 0.584 -2.065 -6.564
H -6.190 4.295 -0.716
H -0.560 3.181 1.635
H 2.901 6.065 1.541
C -1.195 -2.611 -5.418
C 3.003 -4.962 -2.128
C -1.018 -1.447 -4.446
H -4.350 3.247 -1.603
H 3.788 -0.012 2.251
C 4.056 -4.068 -1.459
C 1.753 0.077 2.750
H 3.723 -2.996 1.091
C -0.588 -3.889 -4.820
N 0.296 4.268 0.200
C -5.497 5.050 -0.338
C 3.421 -2.751 -1.021
H -0.539 -3.132 -7.418
H 2.290 4.220 4.219
C -5.645 4.292 2.018
C 0.285 5.601 2.251
H -2.169 -0.551 2.063
C 2.858 -1.099 0.680
H 1.891 1.324 -2.277
H 1.149 -2.782 1.975
H -2.995 5.819 0.403
H 5.637 -4.720 -2.800
C 5.185 -3.784 -2.463
H 1.212 6.558 -0.934
H -0.924 -1.414 -7.215
H -3.048 5.255 2.077
C -3.661 5.597 1.241
H 2.921 -2.168 -3.020
H 2.672 4.316 1.656
H 2.201 -5.200 -1.426
C 2.924 -0.673 2.139
H -6.384 3.529 1.766
H 1.117 -1.657 -4.361
C -0.609 0.669 2.851
H -4.850 5.377 -1.154
H -1.310 3.702 -1.726
H 0.426 4.255 6.704
C 1.313 2.733 5.469
C -3.833 2.740 -0.796
H -4.169 6.519 1.538
C 2.905 -1.878 -1.974
C 2.394 -0.632 -1.647
C -0.868 3.153 -2.554
H -5.120 3.976 2.921
C -1.913 0.378 -3.097
H 3.131 -1.561 2.745
H 2.554 -4.469 -2.994
H -6.176 5.218 2.251
O 0.129 -1.056 1.403
H 2.926 5.076 0.077
C 0.258 -1.087 -4.026
H 5.423 -4.246 0.228
H 4.821 -3.249 -3.341
H -0.286 -2.969 0.945
H 3.417 3.075 4.955
H -3.923 0.255 -2.524
H 0.630 6.532 2.701
C 1.997 1.029 3.730
H 2.683 4.342 5.937
H 3.912 -5.159 0.428
C 0.983 1.795 4.309
C 0.133 3.625 5.862
C -0.472 -2.283 -6.733
H -2.693 0.667 3.244
H 1.886 2.485 7.554
H -0.037 3.724 -2.978
H 1.021 7.535 0.526
H -3.136 -2.041 -6.233
C 0.939 5.405 0.887
C -4.683 4.519 0.845
O 1.986 1.017 0.040
N 0.191 3.077 0.963
```

Summary:
HOMO-LUMO gap (alpha / beta) = 7.69 / 7.87 eV
DFT total energy = -3621.4918 Ha
highest occupied orbital energy (alpha / beta) = -0.2627 / -0.2694 Ha
spin multiplicity = 5
expectation value of S² = 6.0126